19
Properties=species:S:1:pos:R:3 method="wB97M-V/def2-TZVPD" energy_ha=-377.58697 e_homo_ev=-12.850 fmax_ha_per_bohr=0.110 relative_energy_ev=6.525 gap_ev=9.84 total_charge=+1
C 0.20 -0.27 -0.98
C -1.33 -0.95 0.89
C 1.72 -0.39 -1.11
C 0.17 0.47 2.58
N -0.06 -0.62 0.34
N -0.82 0.13 -1.61
N -0.50 0.72 -2.89
N -0.53 0.16 1.33
H -2.24 -0.45 0.26
H -1.68 -1.93 1.29
H 2.00 -1.05 -0.29
H 2.02 0.65 -0.95
H 2.27 -0.62 -1.95
H -0.16 1.22 3.25
H 0.29 -0.50 3.25
H 1.13 0.74 2.31
H -1.23 1.41 -3.11
H -0.30 0.19 -3.74
H -0.96 1.09 1.14

=====

20
Properties=species:S:1:pos:R:3 method="wB97M-V/def2-TZVPD" energy_ha=-432.75973 e_homo_ev=-6.858 fmax_ha_per_bohr=0.024 relative_energy_ev=0.558 gap_ev=7.72 smiles="CC(N)=C(N)N.N=C=N" total_charge=0
C 1.03 -1.47 0.56
N -0.79 0.90 0.91
C 0.39 0.93 0.13
C -2.61 -0.75 -0.34
C 1.23 -0.10 -0.03
N 0.63 2.18 -0.48
N -2.76 -1.39 0.68
N 2.38 0.06 -0.87
N -2.73 0.00 -1.27
H -1.02 1.81 1.27
H 1.12 2.06 -1.36
H -0.22 2.70 -0.62
H -2.72 -2.38 0.78
H -0.76 0.21 1.65
H 2.99 -0.74 -0.80
H 2.90 0.90 -0.62
H -2.01 0.55 -1.68
H 1.25 -2.23 -0.20
H 0.01 -1.61 0.90
H 1.71 -1.64 1.41

=====

17
Properties=species:S:1:pos:R:3 method="wB97M-V/def2-TZVPD" energy_ha=-288.89739 e_homo_ev="1.234 / -5.689" s_squared=0.750 fmax_ha_per_bohr=0.106 relative_energy_ev=1.215 gap_ev="2.34 / 9.16" total_charge=-1 multiplicity=2
N -1.58 -0.81 -0.76
C -0.44 0.20 -0.82
C 0.31 -0.19 0.45
C -0.84 -0.28 1.52
C -2.03 -0.88 0.58
H -2.15 -0.78 -1.50
H -0.91 1.15 -0.70
H 0.13 0.05 -1.77
H 1.08 0.51 0.89
H 0.73 -1.24 0.44
H -0.82 0.71 1.87
H -0.47 -0.92 2.38
H -2.89 -0.23 0.89
H -2.36 -1.94 0.80
H 3.73 2.32 -0.40
H 4.24 1.45 -1.51
O 3.59 1.43 -0.80